1.
Here is a structure of composition C15H11N3O3ReS2 in a non-equilibrium geometry from the Open Molecules 2025 dataset. Energies are from the ωB97M-V functional and the def2-TZVPD basis.

XYZ file:
```
35
Properties=species:S:1:pos:R:3:forces:R:3
C -1.806 2.271 -5.167 0.007 0.020 0.015
H -5.268 0.204 3.268 -0.078 -0.076 -0.003
C -0.030 0.698 2.632 1.162 -0.075 -0.623
N 0.734 0.351 1.613 -1.260 0.485 0.894
C -1.120 3.141 -3.048 0.024 -0.158 0.044
H -1.728 4.364 -4.677 -0.020 0.107 -0.066
C -3.422 0.946 4.078 -0.119 0.004 0.069
O -0.477 -1.037 -1.929 0.543 -0.899 0.379
C -0.896 1.846 -2.564 -0.039 -0.013 -0.314
H -1.792 0.132 -5.313 -0.001 -0.024 0.004
C -1.434 0.564 2.736 -1.170 -0.363 -0.689
H 4.821 0.279 0.338 0.069 0.073 0.081
O -1.753 -0.557 0.646 2.036 -1.571 -1.782
H -0.930 3.970 -2.384 0.012 0.161 0.005
N 4.218 0.392 1.133 0.320 0.085 -0.002
C -2.239 -0.087 1.741 -0.373 1.093 2.066
C -2.072 1.070 3.888 0.153 -0.086 -0.168
C -3.626 -0.218 1.986 0.423 -0.108 -0.387
H 4.514 0.996 1.882 0.009 -0.060 0.003
S -0.327 1.882 -0.904 0.488 -2.048 1.003
Re 0.074 -0.316 -0.201 -1.002 3.004 -0.508
H 0.500 1.114 3.485 0.047 -0.062 -0.053
S 2.413 -0.511 -0.589 -1.230 -0.653 0.268
C -1.603 0.993 -4.690 0.003 0.049 -0.031
H -4.217 -0.722 1.237 -0.039 -0.056 -0.107
H -1.465 1.578 4.623 0.078 0.033 0.124
H -2.147 2.426 -6.180 -0.034 -0.001 -0.052
C -1.148 0.749 -3.393 0.029 -0.296 -0.091
N 2.052 0.587 1.844 1.663 0.237 0.705
C -1.006 -0.736 -3.055 -0.893 0.921 -1.417
C -4.202 0.290 3.119 0.187 0.207 0.139
C -1.568 3.354 -4.332 -0.006 0.019 0.012
O -1.392 -1.553 -3.868 0.192 -0.054 0.437
H -3.887 1.348 4.965 -0.014 0.053 0.090
C 2.897 0.231 0.935 -1.165 0.052 -0.043
```
Positions in Å, forces in eV/Å.

Properties
DFT total energy	-50147.4531	eV
molar mass	531.61	g mol⁻¹
HOMO level (alpha / beta)	-7.957 / -7.804	eV
<S²>	0.77
LUMO energy (alpha / beta)	-1.815 / -1.663	eV
2S+1	2

2.
Here is the molecule C2H5NO from the Open Molecules 2025 dataset. Energies are from the ωB97M-V functional and the def2-TZVPD basis.

XYZ file:
```
9
Properties=species:S:1:pos:R:3:forces:R:3
C 0.266 1.056 -0.205 -0.010 0.191 -0.008
H -0.327 -2.235 0.375 -0.060 0.142 0.016
O -1.755 -0.779 0.446 0.342 -0.112 -0.060
H 1.337 -0.788 -0.165 -0.151 0.024 0.039
H -0.099 1.262 -1.219 0.043 -0.027 0.156
C -0.614 -1.168 0.294 -0.061 0.035 0.013
N 0.444 -0.363 0.025 -0.076 -0.141 -0.032
H -0.468 1.441 0.506 0.100 -0.035 -0.107
H 1.217 1.572 -0.056 -0.127 -0.078 -0.017
```
Positions in Å, forces in eV/Å.

Properties
DFT total energy	-5692.7526	eV
molar mass	59.07	g mol⁻¹
HOMO level	-9.850	eV
LUMO energy	0.896	eV
SMILES	CNC=O
2S+1	1
energy above the lowest of the compared OMol25 structures with the same formula, charge and spin	0.477	eV

3.
Here is a structure of composition ClH4N2OP in a non-equilibrium geometry from the Open Molecules 2025 dataset. Energies are from the ωB97M-V functional and the def2-TZVPD basis.

XYZ file:
```
9
Properties=species:S:1:pos:R:3:forces:R:3
P -0.589 0.705 -0.928 2.455 0.809 0.426
N -0.748 -0.900 -0.645 0.325 2.511 0.666
H 0.350 2.141 0.458 -0.801 -2.030 0.660
O 1.395 1.041 -2.067 -2.292 -0.382 0.944
H 0.819 0.679 1.016 0.692 -0.955 0.032
N 0.030 1.114 0.593 -0.444 3.683 -1.648
H -0.384 -1.208 0.249 -0.111 -1.180 -0.840
Cl 2.605 0.518 -1.085 0.387 -0.193 0.240
H -0.989 -1.292 -1.510 -0.211 -2.264 -0.478
```
Positions in Å, forces in eV/Å.

Properties
DFT total energy	-26901.7996	eV
molar mass	114.47	g mol⁻¹
HOMO level	-8.686	eV
LUMO energy	0.308	eV
2S+1	1
energy above the lowest of the compared OMol25 structures with the same formula, charge and spin	4.572	eV